{"formula": "C30H32Br2F5N2NiO3S", "method": "ωB97M-V/def2-TZVPD", "orbital_gap_ev": [6.07, 6.06], "homo_ev": [-3.6, -3.6], "total_charge": -1, "symbols": ["Br", "Br", "Ni", "S", "F", "F", "F", "F", "F", "O", "O", "O", "N", "N", "C", "C", "C", "C", "C", "C", "C", "C", "C", "C", "C", "C", "C", "C", "C", "C", "C", "C", "C", "C", "C", "C", "C", "C", "C", "C", "C", "C", "C", "C", "H", "H", "H", "H", "H", "H", "H", "H", "H", "H", "H", "H", "H", "H", "H", "H", "H", "H", "H", "H", "H", "H", "H", "H", "H", "H", "H", "H", "H", "H", "H", "H"], "coordinates": [[2.497, 2.224, -4.944], [-1.706, 1.521, -4.708], [-0.412, -0.290, -1.651], [0.418, -1.851, 1.989], [0.174, -3.671, 1.171], [2.542, -3.388, -2.056], [2.329, -4.187, -0.083], [3.354, -1.744, -0.320], [0.565, -3.632, -1.256], [-4.332, 0.736, 2.096], [1.645, -1.540, 0.944], [-1.002, -0.730, 0.177], [-2.243, 0.272, -1.960], [-3.030, -0.155, -0.859], [1.108, 6.455, -5.288], [-4.075, -0.611, 2.159], [-4.785, -1.435, 3.024], [2.126, 0.525, -1.176], [2.879, 0.929, 2.447], [1.531, -0.767, -1.398], [1.339, -0.088, -3.770], [-2.259, -0.247, 0.400], [1.549, 6.223, -3.993], [2.379, 1.404, -2.191], [1.321, -2.801, 3.227], [0.307, -3.469, 4.148], [1.961, -1.834, -0.398], [-3.070, -1.126, 1.343], [0.079, 5.676, -5.797], [2.014, 1.073, -3.511], [-3.509, -3.323, 2.267], [0.973, 5.220, -3.234], [-4.502, -2.793, 3.075], [-2.800, -2.487, 1.412], [1.000, -4.354, 5.177], [-1.224, 2.219, -3.011], [1.829, 0.392, 3.411], [-0.552, 3.363, -2.847], [1.090, -1.029, -2.740], [-0.044, 4.403, -3.743], [1.801, -3.297, -0.918], [-1.652, 1.435, -1.856], [0.573, -0.193, 2.770], [-0.493, 4.666, -5.040], [1.574, -5.141, 4.684], [1.875, -3.542, 2.659], [2.346, 6.824, -3.572], [-0.285, 5.854, -6.802], [1.690, -3.778, 5.798], [-3.272, -4.379, 2.305], [-1.992, -2.878, 0.804], [0.276, -4.833, 5.839], [-0.373, -4.055, 3.530], [-2.237, 0.769, 0.833], [1.493, 1.215, 4.051], [3.671, 1.445, 2.994], [1.036, -0.326, -4.781], [-5.059, -3.429, 3.752], [-0.220, -0.276, 3.527], [3.333, 0.135, 1.856], [-0.295, -2.710, 4.659], [2.430, 1.647, 1.759], [1.555, 7.236, -5.889], [-5.560, -1.009, 3.655], [-1.650, 1.982, -0.913], [-5.054, 0.937, 2.699], [2.293, -0.323, 4.094], [2.873, 2.346, -1.987], [2.459, 0.766, -0.179], [-3.302, -1.101, -1.107], [2.011, -2.170, 3.783], [0.778, -2.022, -3.032], [-0.303, 3.542, -1.803], [1.326, 5.041, -2.225], [-1.293, 4.081, -5.460], [0.180, 0.459, 1.985]]}


{"formula": "C16H23N3O5S", "method": "ωB97M-V/def2-TZVPD", "orbital_gap_ev": 9.41, "homo_ev": -8.8, "total_charge": 0, "relative_energy_kj_mol": 6.98, "symbols": ["S", "O", "O", "O", "O", "O", "N", "N", "N", "C", "C", "C", "C", "C", "C", "C", "C", "C", "C", "C", "C", "C", "C", "C", "C", "H", "H", "H", "H", "H", "H", "H", "H", "H", "H", "H", "H", "H", "H", "H", "H", "H", "H", "H", "H", "H", "H", "H"], "coordinates": [[3.611, 1.198, -4.678], [2.876, -0.009, -4.896], [4.083, 1.901, -5.831], [1.539, 1.029, 2.357], [-4.208, -2.376, 0.983], [-3.650, -2.608, 3.159], [-2.092, -1.959, 1.676], [-0.414, 0.273, 1.530], [2.695, 2.288, -3.775], [-1.672, -1.466, 0.383], [2.214, 1.936, -2.517], [2.854, 3.681, -4.119], [0.812, 0.832, 1.399], [-0.857, -0.204, 2.823], [-3.388, -2.309, 1.869], [5.024, 0.840, -3.603], [-5.103, -3.343, 4.902], [-4.982, -3.055, 3.418], [1.236, 1.205, 0.014], [1.461, 2.538, -0.301], [1.992, 0.594, -2.193], [1.512, 0.240, -0.948], [-1.370, 0.036, 0.474], [-1.146, -1.707, 2.739], [1.933, 2.903, -1.548], [-1.553, -2.073, 3.680], [2.084, 3.949, -1.754], [-5.686, -2.276, 3.104], [-0.217, -2.243, 2.512], [-0.065, 0.003, 3.545], [2.177, -0.167, -2.930], [1.266, 3.297, 0.440], [5.608, 1.747, -3.521], [-0.773, -2.009, 0.074], [-6.109, -3.687, 5.125], [-5.179, -3.951, 2.820], [1.891, 4.191, -4.068], [3.220, 3.712, -5.141], [-1.768, 0.331, 3.116], [-4.898, -2.444, 5.478], [4.655, 0.517, -2.638], [5.601, 0.056, -4.075], [-2.299, 0.568, 0.714], [3.572, 4.187, -3.466], [-2.476, -1.655, -0.329], [-4.392, -4.112, 5.194], [1.363, -0.806, -0.721], [-0.985, 0.407, -0.475]]}


{"formula": "C20H29N4OSr", "method": "ωB97M-V/def2-TZVPD", "orbital_gap_ev": 6.24, "homo_ev": -9.2, "total_charge": 1, "relative_energy_kj_mol": 0.00, "symbols": ["Sr", "O", "N", "N", "N", "N", "C", "C", "C", "C", "C", "C", "C", "C", "C", "C", "C", "C", "C", "C", "C", "C", "C", "C", "C", "C", "H", "H", "H", "H", "H", "H", "H", "H", "H", "H", "H", "H", "H", "H", "H", "H", "H", "H", "H", "H", "H", "H", "H", "H", "H", "H", "H", "H", "H"], "coordinates": [[-0.727, -0.266, 0.464], [-0.165, -0.033, 2.710], [-1.046, -2.487, -0.775], [-0.003, 0.619, 4.852], [0.601, -0.315, -1.428], [-1.146, 1.790, -1.060], [0.311, 1.640, 5.849], [-2.155, 1.332, -2.021], [-2.196, -2.452, -1.688], [2.108, -1.882, -2.689], [2.399, -3.168, -3.102], [0.187, -2.687, -1.534], [1.610, 3.539, -2.878], [0.144, 0.842, 3.551], [0.680, 2.172, 3.102], [-1.267, -3.494, 0.266], [2.257, 1.255, -2.489], [0.127, 2.017, -1.733], [0.488, -3.971, -1.960], [1.601, -4.234, -2.738], [0.992, -1.566, -1.890], [-1.653, 2.951, -0.327], [-0.500, -0.682, 5.290], [1.022, 0.920, -1.902], [0.409, 3.276, -2.239], [2.534, 2.520, -2.974], [-0.314, 4.073, -2.131], [-2.486, 2.640, 0.311], [-3.103, -2.166, -1.145], [-2.036, 3.740, -0.984], [-2.125, -3.206, 0.880], [1.825, -5.241, -3.061], [3.502, 2.705, -3.420], [2.771, -1.114, -3.027], [1.819, 4.524, -3.270], [-2.369, -3.431, -2.148], [-0.864, 3.377, 0.292], [-3.087, 1.085, -1.501], [-0.168, -4.788, -1.691], [0.961, 2.118, 2.052], [-2.372, 2.105, -2.767], [3.275, -3.329, -3.717], [-0.380, -3.575, 0.896], [-0.081, 2.944, 3.229], [3.054, 0.537, -2.524], [-0.356, -0.775, 6.360], [-1.484, -4.488, -0.138], [-2.007, -1.732, -2.481], [-1.562, -0.784, 5.059], [0.045, -1.476, 4.783], [-0.051, 1.310, 6.817], [-0.180, 2.582, 5.609], [1.552, 2.475, 3.681], [1.387, 1.803, 5.919], [-1.778, 0.452, -2.540]]}


{"formula": "C12H38BF4O7Ti2", "method": "ωB97M-V/def2-TZVPD", "orbital_gap_ev": [3.85, 8.95], "homo_ev": [-4.2, -9.6], "total_charge": 0, "spin_multiplicity": 8, "symbols": ["Ti", "Ti", "F", "F", "F", "F", "O", "O", "O", "O", "O", "O", "O", "C", "C", "C", "C", "C", "C", "C", "C", "C", "C", "C", "C", "B", "H", "H", "H", "H", "H", "H", "H", "H", "H", "H", "H", "H", "H", "H", "H", "H", "H", "H", "H", "H", "H", "H", "H", "H", "H", "H", "H", "H", "H", "H", "H", "H", "H", "H", "H", "H", "H", "H"], "coordinates": [[-23.635, 4.267, 1.401], [-19.493, 2.952, -0.682], [-20.486, 1.783, 1.005], [-21.247, 3.846, 0.679], [-22.581, 2.298, 1.678], [-20.892, 3.253, 2.740], [-18.331, 6.460, 3.009], [-23.225, 5.540, 3.380], [-23.693, 3.269, -0.811], [-18.529, 4.898, 0.291], [-19.039, 1.837, 4.267], [-22.941, 0.064, -1.991], [-21.953, 0.104, 3.382], [-19.640, 6.159, 3.326], [-24.872, 4.142, -2.562], [-21.723, -2.303, 3.601], [-21.178, -1.016, 3.025], [-17.835, 2.612, 4.092], [-22.935, -0.110, -0.583], [-17.310, 2.269, 2.653], [-16.183, 4.875, -0.114], [-22.966, 5.038, 4.745], [-23.408, -1.543, -0.332], [-24.808, 3.007, -1.584], [-17.566, 5.446, -0.530], [-21.290, 2.771, 1.515], [-16.493, 2.896, 2.296], [-24.387, -1.746, -0.768], [-22.741, -2.324, -0.696], [-25.802, 4.150, -3.131], [-22.469, 0.896, -2.076], [-22.794, 3.962, 4.785], [-23.656, 0.556, -0.108], [-19.777, 5.328, 4.019], [-16.146, 3.824, -0.398], [-15.964, 4.999, 0.946], [-17.071, 1.206, 2.625], [-17.517, 6.508, -0.287], [-22.029, 5.443, 5.127], [-21.135, -3.135, 3.213], [-23.507, -1.686, 0.744], [-18.773, 5.536, 0.965], [-19.765, 2.160, 3.728], [-15.410, 5.375, -0.698], [-18.108, 2.423, 1.926], [-21.876, 0.760, 2.686], [-20.171, 5.912, 2.407], [-21.632, -2.439, 4.679], [-21.932, 0.008, -0.172], [-17.051, 2.368, 4.808], [-23.742, 5.279, 5.471], [-22.933, 2.996, -1.331], [-20.081, 7.027, 3.816], [-20.193, -0.803, 3.440], [-17.733, 5.241, -1.587], [-24.071, 4.046, -3.295], [-24.676, 2.029, -2.045], [-17.888, 6.535, 3.858], [-24.867, 5.141, -2.127], [-25.654, 2.922, -0.902], [-21.081, -1.045, 1.940], [-22.757, -2.366, 3.263], [-18.025, 3.685, 4.061], [-23.135, 6.495, 3.370]]}


{"formula": "C2H11N4", "method": "ωB97M-V/def2-TZVPD", "orbital_gap_ev": 11.55, "homo_ev": -14.4, "total_charge": 1, "relative_energy_kj_mol": 62.70, "symbols": ["N", "N", "N", "N", "C", "C", "H", "H", "H", "H", "H", "H", "H", "H", "H", "H", "H"], "coordinates": [[-0.380, -1.019, 0.070], [0.158, 0.129, -2.158], [-0.430, -0.675, 2.355], [1.190, 0.429, 1.045], [-0.660, 1.353, -2.024], [0.088, -0.456, 1.128], [0.951, 1.360, 1.368], [-0.916, -1.857, 0.244], [-0.077, -0.408, -2.986], [-1.712, 1.084, -2.052], [-1.314, -1.152, 2.471], [1.143, 0.377, -2.199], [1.895, 0.090, 1.694], [-0.425, 1.846, -1.084], [-0.149, -0.075, 3.111], [-0.440, 2.063, -2.818], [-0.099, -0.586, -1.136]]}


{"formula": "C39H50Cl3Ge2O2Ru", "method": "ωB97M-V/def2-TZVPD", "orbital_gap_ev": [6.90, 8.08], "homo_ev": [-6.9, -8.6], "total_charge": 0, "spin_multiplicity": 2, "relative_energy_kj_mol": 33.81, "symbols": ["Ru", "Ge", "Ge", "Cl", "Cl", "Cl", "O", "O", "C", "C", "C", "C", "C", "C", "C", "C", "C", "C", "C", "C", "C", "C", "C", "C", "C", "C", "C", "C", "C", "C", "C", "C", "C", "C", "C", "C", "C", "C", "C", "C", "C", "C", "C", "C", "C", "C", "C", "H", "H", "H", "H", "H", "H", "H", "H", "H", "H", "H", "H", "H", "H", "H", "H", "H", "H", "H", "H", "H", "H", "H", "H", "H", "H", "H", "H", "H", "H", "H", "H", "H", "H", "H", "H", "H", "H", "H", "H", "H", "H", "H", "H", "H", "H", "H", "H", "H", "H"], "coordinates": [[-1.194, 0.087, -2.251], [-0.305, 0.223, 4.038], [-2.278, 2.280, -2.484], [-2.784, 4.049, -1.339], [-3.784, 0.703, -1.671], [-3.214, 2.793, -4.445], [-1.464, -0.557, -0.043], [-1.087, 1.527, 0.488], [0.867, 2.339, -4.774], [2.721, 0.749, -4.708], [1.342, -1.609, -0.351], [-0.655, 0.033, -4.341], [-1.316, -1.195, -4.066], [-1.656, 0.372, 0.739], [2.052, 2.045, -2.641], [-1.654, 4.562, 5.427], [-2.156, 2.254, 4.979], [0.641, -1.060, -2.745], [-2.478, -1.806, -4.819], [0.556, 0.149, -3.568], [-2.071, -3.229, -5.238], [3.572, -0.660, 2.605], [0.066, 3.080, 4.636], [0.772, -0.422, 6.659], [-0.337, 4.342, 5.051], [2.358, -0.688, 3.280], [-0.559, -2.177, 5.720], [1.724, -3.238, -2.175], [3.848, 0.370, 1.716], [2.909, 1.373, 1.509], [-0.837, 2.018, 4.588], [-0.020, -0.897, 5.612], [0.471, -2.476, 7.872], [1.695, 1.338, 2.184], [-0.543, -1.822, -3.058], [1.017, -1.202, 7.780], [1.707, -1.733, -1.833], [-0.318, -2.964, 6.840], [-2.487, 0.265, 1.973], [1.544, 1.292, -3.873], [-1.796, -0.600, 3.038], [-0.075, 1.396, -0.591], [-2.771, -0.982, -6.076], [-2.565, 3.513, 5.394], [1.400, 0.306, 3.078], [3.157, -1.283, -2.003], [-3.744, -1.883, -3.964], [-1.176, -2.578, 4.922], [-0.770, -2.787, -2.633], [1.632, -0.816, 8.584], [4.795, 0.395, 1.191], [-4.127, -0.889, -3.736], [3.548, -1.568, -2.977], [3.755, -1.803, -1.250], [-2.851, -3.668, -5.865], [-2.880, 1.445, 4.966], [1.563, 3.166, -4.928], [2.372, 1.394, -1.830], [1.426, -0.588, 0.012], [0.659, -3.086, 8.746], [0.325, -1.954, -0.167], [0.818, -3.750, -1.848], [-1.892, -0.913, -6.723], [0.616, 1.937, -5.758], [2.897, 2.677, -2.927], [0.180, 2.407, -0.903], [3.305, 1.591, -5.089], [-2.532, -0.878, 3.797], [-0.746, -3.956, 6.907], [-3.573, -1.456, -6.647], [3.310, -0.217, -1.852], [0.378, 5.156, 5.079], [0.973, 2.130, 2.014], [-1.139, -3.224, -5.808], [-0.985, 0.753, -5.070], [-1.460, -1.534, 2.583], [-3.593, 3.678, 5.692], [1.848, -3.402, -3.248], [-3.554, -2.393, -3.018], [1.101, 2.923, 4.351], [-4.516, -2.438, -4.504], [1.274, 2.692, -2.255], [1.201, 0.574, 6.603], [-1.972, 5.546, 5.745], [0.809, 0.879, -0.228], [-0.046, 2.749, -4.325], [2.160, -1.492, 3.982], [2.564, -3.710, -1.660], [-3.096, 0.029, -5.818], [4.304, -1.440, 2.777], [2.348, 0.186, -5.568], [-2.711, 1.266, 2.342], [3.387, 0.113, -4.155], [-3.415, -0.213, 1.657], [3.121, 2.185, 0.823], [2.031, -2.219, 0.239], [-1.937, -3.877, -4.369]]}